The following is a DFT calculation (wB97M-V/def2-TZVPD) of C41H38AsI2N4O2SbSe4Tl as an isolated structure.

The geometry in ORCA input format:
```
! wB97M-V def2-TZVPD RIJCOSX def2/J DEFGRID3
* xyz 1 1
Tl -0.08709 0.60531 -2.19494
I 7.55653 2.05248 -2.35921
C 5.66135 1.14698 -2.33781
C 5.11375 0.74148 -1.13426
C 3.86012 0.15328 -1.13790
I 2.92282 -0.20229 0.70269
C 3.14062 -0.07921 -2.31691
O 1.97790 -0.76977 -2.31156
C 3.66298 0.47208 -3.49877
C 2.75230 0.63576 -4.68378
N 1.62637 1.50064 -4.27413
C 2.05909 2.88970 -4.16586
C 1.25636 3.74332 -3.21741
C 1.57052 5.09586 -3.09818
C 0.84966 5.88054 -2.21851
C -0.18171 5.30323 -1.48640
C -0.42686 3.95883 -1.66290
N 0.28588 3.19756 -2.49994
C 4.92081 1.05493 -3.50406
H 5.63905 0.88615 -0.20117
H 3.31238 1.07608 -5.51597
H 2.35789 -0.31672 -5.02640
H 0.87478 1.42543 -4.95219
H 3.08306 2.88223 -3.78560
H 2.07777 3.39082 -5.14096
H 2.37909 5.51511 -3.68277
H 1.08723 6.92935 -2.10174
H -0.77672 5.88441 -0.79616
H -1.22263 3.46217 -1.11785
H 5.32002 1.44865 -4.43048
C -1.00322 -7.17336 1.56219
C -0.02344 -6.21745 0.88888
N 0.60127 -5.28806 1.82228
C 1.57319 -5.83727 2.76851
C 1.04674 -5.83015 4.20003
C 0.47931 -3.94234 1.78867
O 1.18004 -3.19814 2.46146
C -0.55218 -3.33164 0.87525
C -1.90169 -3.64529 0.86968
C -2.74000 -2.98076 -0.01584
C -2.20435 -2.00343 -0.83430
N -0.91778 -1.65439 -0.79481
C -0.12156 -2.31058 0.03918
H -1.48469 -7.79571 0.80785
H -1.77720 -6.62935 2.10464
H -0.48782 -7.82421 2.26820
H -0.52239 -5.65283 0.10546
H 0.76805 -6.79419 0.40117
H 2.47802 -5.23074 2.71637
H 1.81409 -6.85091 2.44994
H 0.83895 -4.80658 4.50930
H 1.79309 -6.24795 4.87569
H 0.13237 -6.41784 4.28517
H -2.29019 -4.41503 1.52381
H -3.79047 -3.22976 -0.08075
H -2.81469 -1.48385 -1.56577
H 0.92564 -2.05117 0.02218
Se 0.86426 -4.39542 -1.99423
Sb 1.97874 -2.79051 -3.34812
Se 4.16173 -2.85639 -4.28997
Se 0.27149 -1.88294 -5.32725
Se -1.44523 -0.97045 -4.29635
C -1.74307 -0.92984 4.72776
C -2.82168 -0.77854 3.86819
C -2.66661 -0.11817 2.65923
C -1.42211 0.39893 2.31642
C -0.34221 0.24260 3.17476
C -0.50347 -0.41461 4.38254
As -1.17830 1.40533 0.66450
C -2.97996 2.06470 0.36513
C -4.04731 1.39922 -0.21715
C -5.28096 2.02783 -0.32022
C -5.43700 3.32339 0.15182
C -4.36639 4.00288 0.71168
C -3.12621 3.38400 0.81906
C -1.90535 3.99214 1.37544
C -1.78411 5.29252 1.85224
C -0.56963 5.73412 2.35752
C 0.53357 4.89173 2.38957
C 0.43038 3.59720 1.89814
C -0.78507 3.15253 1.40705
H -1.87042 -1.45017 5.66825
H -3.79429 -1.16746 4.14293
H -3.51420 0.00826 1.99840
H 0.63264 0.62977 2.90178
H 0.34505 -0.54039 5.03991
H -3.92472 0.39123 -0.59099
H -6.11642 1.50705 -0.76866
H -6.39956 3.81156 0.07704
H -4.50075 5.01584 1.06827
H -2.63226 5.96465 1.82578
H -0.48235 6.74819 2.72474
H 1.47527 5.24574 2.78715
H 1.29411 2.94206 1.89432
*
```

largest force on an atom	0.017	hartree/bohr
energy above the lowest of the compared OMol25 structures with the same formula, charge and spin	0.052	eV
LUMO (spin up / spin down)	-0.192 / -0.206	Eh
calculated total energy	-402840.702	eV
E_HOMO (spin up / spin down)	-10.3 / -10.3	eV

Just the Löwdin charges please, in e? Sure, here they are: Tl 0.707; I 0.886; C -0.713; C -0.217; C -0.591; I 1.065; C -0.488; O -0.528; C -0.228; C -0.179; N -0.080; C -0.135; C -0.246; C -0.002; C -0.026; C -0.026; C -0.135; N 0.024; C -0.120; H 0.085; H 0.135; H 0.007; H 0.101; H 0.130; H 0.144; H 0.126; H 0.119; H 0.109; H 0.064; H 0.110; C -0.064; C -0.241; N -0.047; C -0.189; C -0.064; C -0.422; O 0.050; C -0.153; C 0.005; C -0.027; C -0.181; N -0.029; C -0.230; H 0.081; H 0.069; H 0.073; H 0.053; H 0.120; H 0.122; H 0.121; H 0.070; H 0.079; H 0.068; H 0.121; H 0.114; H 0.077; H 0.014; Se 0.200; Sb 0.382; Se 0.114; Se 0.132; Se 0.124; C -0.067; C -0.071; C -0.096; C -0.358; C -0.113; C -0.063; As 1.316; C -0.330; C -0.098; C -0.066; C -0.057; C -0.007; C -0.194; C -0.212; C -0.024; C -0.065; C -0.064; C -0.082; C -0.330; H 0.110; H 0.109; H 0.092; H 0.068; H 0.114; H 0.089; H 0.110; H 0.112; H 0.112; H 0.112; H 0.111; H 0.110; H 0.093

The following is a DFT calculation (wB97M-V/def2-TZVPD) of C41H38BBr2N11Ru as an isolated structure.

The geometry in ORCA input format:
```
! wB97M-V def2-TZVPD RIJCOSX def2/J DEFGRID3
* xyz 1 2
Ru -0.56378 0.27131 -0.34273
C -2.86159 0.64289 -3.37734
C -1.93966 1.71828 -2.90142
C -1.86814 2.99196 -3.47036
C -0.86099 3.65058 -2.79638
C -0.33521 5.03190 -2.99381
N -0.37657 2.80336 -1.87418
N -1.03022 1.61132 -1.92772
B 0.86293 2.97190 -0.98559
N 1.82208 1.78319 -1.22116
N 1.43331 0.51673 -0.92303
C 2.50556 -0.26375 -1.01623
C 2.47586 -1.71227 -0.65516
C 3.60522 0.50614 -1.42022
C 3.13484 1.79856 -1.53169
C 3.87054 3.03665 -1.92066
N 0.40153 2.97179 0.48397
N -0.26931 1.89249 0.95607
C -0.52474 2.11954 2.24453
C -1.19880 1.12762 3.13121
C -0.01678 3.37429 2.60324
C 0.56900 3.88211 1.46029
C 1.26982 5.18211 1.25142
H -3.27383 0.94722 -4.33764
H -3.70308 0.48281 -2.70146
H -2.34307 -0.30076 -3.53193
H -2.46623 3.36848 -4.28258
H -0.93224 5.54298 -3.74591
H 0.70200 5.01866 -3.32902
H -0.37855 5.60949 -2.07039
H 1.43026 3.99112 -1.23264
H 1.52028 -1.97448 -0.20146
H 3.25974 -1.92298 0.07324
H 2.66025 -2.35254 -1.52044
H 4.61054 0.16532 -1.60261
H 4.89596 2.78152 -2.17951
H 3.89346 3.76458 -1.10882
H 3.40858 3.51836 -2.78244
H -1.53351 0.25945 2.56859
H -2.04864 1.57653 3.64859
H -0.50005 0.77780 3.89290
H -0.06754 3.84641 3.57006
H 1.27312 5.74650 2.18142
H 0.77666 5.78375 0.48757
H 2.30345 5.03389 0.93671
Br -2.49013 -4.89389 -4.19753
C -1.90546 -3.44904 -3.15493
C -0.61679 -2.96211 -3.28734
C -0.23474 -1.90602 -2.48174
N -1.04662 -1.33614 -1.58916
C -2.31708 -1.77622 -1.50683
C -2.77338 -2.84516 -2.26147
C -3.20202 -0.99165 -0.61272
C -4.56072 -1.24042 -0.49612
C -5.32639 -0.39959 0.29331
Br -7.16808 -0.70437 0.47396
C -4.72588 0.67468 0.92573
C -3.36447 0.84722 0.76471
N -2.60489 0.02609 0.03535
H 0.07806 -3.38847 -3.99572
H 0.75388 -1.47987 -2.55699
H -3.79011 -3.19736 -2.18111
H -5.03084 -2.05741 -1.02130
H -5.29625 1.36584 1.52851
H -2.85140 1.67899 1.22573
N 3.30954 -4.67995 9.35832
C 2.96917 -4.19344 8.37544
C 2.54160 -3.58368 7.14422
C 1.44687 -2.72277 7.14081
C 1.03797 -2.14000 5.95358
C 1.71463 -2.40905 4.76842
C 2.81021 -3.26516 4.77958
C 3.22469 -3.85532 5.96183
C 1.28609 -1.75408 3.49042
C 2.00873 -0.62162 3.12105
C 3.07931 0.00298 3.89938
C 3.42367 1.10852 3.21434
C 2.55850 1.12408 2.02701
N 1.74883 0.10819 1.97742
C 0.20062 -2.31773 2.81692
C -0.44893 -3.52453 3.31501
C -1.42288 -3.83319 2.44052
C -1.35256 -2.80714 1.42048
N -0.42676 -1.90818 1.61352
H 0.92528 -2.51501 8.06488
H 0.18772 -1.46912 5.94650
H 3.34012 -3.47187 3.85821
H 4.07393 -4.52444 5.97482
H 3.47858 -0.35782 4.83266
H 4.17118 1.84420 3.46458
H 2.55847 1.88099 1.25329
H -0.17132 -4.05492 4.20970
H -2.11302 -4.66070 2.46259
H -1.99368 -2.78086 0.55551
*
```

largest force on an atom	0.013	hartree/bohr
energy above the lowest of the compared OMol25 structures with the same formula, charge and spin	0.953	eV
LUMO (spin up / spin down)	-0.122 / -0.179	Eh
calculated total energy	-202866.432	eV
expectation value of S²	0.83
E_HOMO (spin up / spin down)	-10.2 / -10.2	eV

Just the Löwdin charges please, in e? Sure, here they are: Ru 1.165; C -0.004; C -0.298; C 0.023; C -0.259; C -0.010; N 0.037; N 0.014; B -0.517; N 0.033; N -0.038; C -0.348; C -0.043; C 0.024; C -0.276; C -0.012; N 0.029; N -0.034; C -0.346; C -0.034; C 0.025; C -0.275; C -0.008; H 0.090; H 0.079; H 0.066; H 0.117; H 0.086; H 0.084; H 0.082; H 0.117; H 0.043; H 0.085; H 0.080; H 0.116; H 0.085; H 0.079; H 0.086; H 0.041; H 0.089; H 0.078; H 0.117; H 0.086; H 0.082; H 0.081; Br 0.830; C -0.670; C -0.065; C -0.086; N -0.017; C -0.265; C -0.050; C -0.242; C -0.048; C -0.670; Br 0.827; C -0.065; C -0.085; N -0.007; H 0.117; H 0.104; H 0.110; H 0.109; H 0.117; H 0.107; N 0.172; C -0.174; C -0.220; C -0.004; C -0.012; C -0.225; C -0.008; C -0.004; C -0.054; C -0.200; C 0.007; C -0.002; C -0.084; N 0.114; C -0.178; C 0.000; C -0.019; C -0.120; N 0.090; H 0.126; H 0.127; H 0.129; H 0.126; H 0.117; H 0.107; H 0.109; H 0.120; H 0.108; H 0.086

The following is a DFT calculation (wB97M-V/def2-TZVPD) of C41H38BrN4O3PY as an isolated structure.

The geometry in ORCA input format:
```
! wB97M-V def2-TZVPD RIJCOSX def2/J DEFGRID3
* xyz 1 1
Y 0.24646 -0.26387 -0.03685
Br 8.05805 -0.69464 -1.00227
C 6.17192 -0.71808 -1.00900
C 5.48739 -1.35520 -2.05518
C 4.11679 -1.37682 -2.09646
C 3.35347 -0.75321 -1.08309
O 2.06688 -0.70198 -1.15071
C 4.05401 -0.15009 -0.00375
C 3.39972 0.40239 1.13798
N 2.13410 0.37662 1.44244
C 1.80319 0.88059 2.72794
C 2.60191 0.75574 3.83639
C 2.21172 1.30649 5.07662
C 1.02715 1.96822 5.20414
C 0.15779 2.07766 4.09198
C -1.09008 2.73739 4.15822
C -1.88356 2.78930 3.05001
C -1.44227 2.14556 1.87786
N -0.29279 1.52147 1.77521
C 0.53308 1.50780 2.85963
C 5.46605 -0.12556 0.00106
H 6.05513 -1.83141 -2.84391
H 3.59097 -1.85553 -2.91104
H 4.08229 0.88699 1.83992
H 3.53902 0.21841 3.77531
H 2.87168 1.19759 5.92624
H 0.73051 2.40226 6.14984
H -1.39916 3.19551 5.08949
H -2.84084 3.29019 3.05258
H -2.07733 2.13805 0.99960
H 5.98636 0.35455 0.82078
C 0.37762 -2.98124 3.88224
C 0.63777 -2.10627 2.82030
N -0.30701 -1.54342 2.09220
C -1.59735 -1.85266 2.36029
C -1.95574 -2.70849 3.41139
C -0.92525 -3.27086 4.18325
C -3.33798 -3.00030 3.66326
C -4.30461 -2.47645 2.88511
C -3.97500 -1.61919 1.78360
C -4.95982 -1.08441 0.93517
C -4.58393 -0.28990 -0.11489
C -3.22024 -0.03775 -0.30754
N -2.27436 -0.51389 0.47781
C -2.63530 -1.30111 1.51624
H 1.20060 -3.40721 4.43713
H 1.65867 -1.86124 2.55563
H -1.17463 -3.93922 4.99790
H -3.58499 -3.65616 4.48760
H -5.34687 -2.70230 3.06869
H -6.00310 -1.31150 1.11487
H -5.30703 0.13246 -0.79766
H -2.89117 0.56565 -1.14375
O -0.26532 -2.41390 -0.62155
C -0.74991 -2.09180 -1.74785
O -0.79957 -0.86930 -2.08781
C -1.28283 -3.14335 -2.65313
C -1.35923 -4.46118 -2.21985
C -1.86509 -5.43536 -3.06557
C -2.28591 -5.09230 -4.34239
C -2.20534 -3.77597 -4.77994
C -1.70732 -2.79893 -3.93422
H -1.01481 -4.71014 -1.22532
H -1.92835 -6.46352 -2.73526
H -2.67688 -5.85521 -5.00315
H -2.52741 -3.51700 -5.77940
H -1.63387 -1.76763 -4.24972
C -1.93342 2.02194 -3.33789
C -0.42809 2.25603 -3.37179
P 0.35121 2.26405 -1.71636
C 2.14065 2.47812 -2.08703
C 2.54047 3.36312 -3.26363
C -0.17903 3.84525 -0.93841
C 0.08638 5.15839 -1.66346
H -2.38397 2.22067 -4.31029
H -2.43704 2.67033 -2.61577
H -2.13762 0.98239 -3.08330
H -0.17905 3.18146 -3.89601
H 0.05836 1.44958 -3.92759
H 2.52519 1.46976 -2.24554
H 2.60180 2.82236 -1.15439
H 2.20100 2.93485 -4.20676
H 3.62658 3.44005 -3.32110
H 2.14037 4.37307 -3.19698
H 0.28811 3.85297 0.05182
H -1.25080 3.73490 -0.74026
H 1.15201 5.38028 -1.70578
H -0.39744 5.98900 -1.14855
H -0.29377 5.14610 -2.68558
*
```

largest force on an atom	0.005	hartree/bohr
energy above the lowest of the compared OMol25 structures with the same formula, charge and spin	0.211	eV
LUMO	-0.110	Eh
calculated total energy	-135614.774	eV
E_HOMO	-10.0	eV

Just the Löwdin charges please, in e? Sure, here they are: Y 1.458; Br 0.752; C -0.701; C -0.099; C 0.011; C -0.357; O -0.201; C -0.137; C -0.061; N 0.012; C -0.232; C -0.013; C -0.051; C -0.021; C -0.141; C 0.013; C -0.022; C -0.134; N 0.042; C -0.164; C -0.084; H 0.108; H 0.124; H 0.128; H 0.118; H 0.114; H 0.120; H 0.127; H 0.113; H 0.098; H 0.111; C -0.014; C -0.098; N 0.055; C -0.130; C -0.130; C 0.015; C -0.006; C -0.007; C -0.130; C 0.016; C -0.013; C -0.106; N 0.053; C -0.132; H 0.116; H 0.111; H 0.127; H 0.123; H 0.123; H 0.127; H 0.117; H 0.091; O -0.104; C -0.585; O -0.130; C -0.137; C -0.016; C -0.071; C -0.076; C -0.070; C -0.016; H 0.116; H 0.106; H 0.106; H 0.105; H 0.112; C -0.150; C -0.399; P 0.936; C -0.390; C -0.134; C -0.416; C -0.138; H 0.078; H 0.063; H 0.038; H 0.073; H 0.091; H 0.054; H 0.084; H 0.071; H 0.078; H 0.050; H 0.067; H 0.059; H 0.062; H 0.075; H 0.070